(1)
# C36H39BrN9OReSi

C36H39BrN9OReSi as an isolated structure (ωB97M-V/def2-TZVPD, the OMol25 dataset).

E_LUMO (alpha / beta) ... -7.87 / -10.32 eV
Kohn-Sham gap (alpha / beta) ... 6.63 / 4.20 eV
2S+1 ... 2
Energy relative to the best compared isomer or geometry (same formula, charge and spin) ... 7.1 kJ/mol
Net charge ... +3

Each line ends with the Mulliken charge.
Atoms and positions in Å:
Re -0.529 0.239 -0.084  1.9394
C 2.561 6.216 11.921  -0.8303
O 3.265 5.149 11.229  -0.3643
C 2.865 4.710 10.078  0.9914
C 1.731 5.200 9.374  -0.4348
C 1.413 4.651 8.170  -0.7322
C 2.193 3.600 7.610  0.5249
C 3.324 3.122 8.321  -0.4836
C 3.657 3.657 9.523  -0.8179
C 1.797 3.067 6.345  0.1197
N 0.752 3.505 5.646  -0.7731
C 0.716 2.753 4.532  0.7543
C 1.756 1.825 4.524  0.1411
N 2.436 2.041 5.680  -0.0579
C 1.955 0.878 3.465  0.5128
C 2.964 -0.081 3.379  -0.9268
C 3.000 -0.910 2.277  -1.3042
C 2.032 -0.785 1.292  -0.3623
N 1.043 0.114 1.361  0.0047
C 1.015 0.950 2.419  0.3153
C -0.045 1.916 2.399  -0.0293
N -0.843 1.864 1.301  0.1556
C -1.871 2.722 1.279  -0.4927
C -2.134 3.640 2.288  -1.1363
C -1.305 3.710 3.387  -0.5761
C -0.232 2.823 3.448  0.4999
H 3.113 6.360 12.841  0.2576
H 1.542 5.901 12.133  0.3802
H 2.587 7.120 11.315  0.3816
H 1.131 5.996 9.789  0.4919
H 0.557 5.003 7.614  0.5235
H 3.940 2.328 7.919  0.3332
H 4.512 3.318 10.092  0.4820
H 3.239 1.530 6.007  0.2084
H 3.715 -0.179 4.152  0.5227
H 3.771 -1.659 2.166  0.5374
H 2.040 -1.423 0.420  0.4268
H -2.500 2.695 0.401  0.5513
H -2.983 4.302 2.186  0.5376
H -1.474 4.422 4.183  0.6417
C -1.428 -2.629 -4.818  -1.5983
C -1.200 -2.724 -3.339  0.4976
C -1.214 -3.940 -2.663  -0.6568
C -1.002 -3.972 -1.293  -0.8103
C -0.775 -2.776 -0.650  0.0551
Br -0.626 -2.745 1.242  -0.0213
N -0.711 -1.593 -1.263  0.5265
C -0.939 -1.588 -2.590  -0.1844
H -2.226 -3.299 -5.133  0.4329
H -0.525 -2.913 -5.361  0.3396
H -1.693 -1.615 -5.115  0.3883
H -1.404 -4.862 -3.198  0.5178
H -1.027 -4.896 -0.734  0.5532
H -0.896 -0.622 -3.067  -0.1688
N -3.379 -1.235 -0.014  -0.5998
N -2.650 -0.093 0.494  -0.5896
H -4.366 -1.111 0.200  0.3177
H -3.068 -2.051 0.502  0.1505
H -2.738 -0.021 1.509  0.3925
H -3.143 0.715 0.122  0.2497
C -0.897 3.783 -1.539  -1.3886
Si -1.027 1.931 -1.869  0.9572
C -2.850 1.509 -2.207  -1.3143
C -0.095 1.786 -3.502  -1.4883
H -1.224 4.281 -2.456  0.4631
H 0.136 4.101 -1.379  0.3729
H -1.499 4.194 -0.731  0.4384
H -3.119 1.904 -3.191  0.5576
H -3.529 1.989 -1.493  0.3980
H -3.075 0.439 -2.227  0.3486
H -0.695 2.309 -4.252  0.6464
H 0.112 0.791 -3.891  0.3030
H 0.861 2.312 -3.451  0.3070
N 3.093 1.960 -1.719  0.0040
C 1.957 1.852 -1.015  -1.3654
N 1.408 0.659 -1.110  0.6862
C 2.271 -0.087 -1.930  0.0779
C 2.274 -1.431 -2.319  -0.2134
C 3.304 -1.865 -3.127  -1.2594
C 4.330 -1.004 -3.550  -0.6334
C 4.365 0.312 -3.148  -1.2315
C 3.326 0.740 -2.328  0.7729
H 3.657 2.791 -1.799  0.2793
H 1.544 2.668 -0.444  0.6651
H 1.518 -2.127 -1.992  0.4700
H 3.330 -2.900 -3.439  0.5009
H 5.111 -1.387 -4.192  0.4479
H 5.162 0.977 -3.452  0.4919

---

(2)
# C36H40BrN9OS

C36H40BrN9OS as an isolated structure in a non-equilibrium geometry (ωB97M-V/def2-TZVPD, the OMol25 dataset).

E_LUMO ... -2.11 eV
Kohn-Sham gap ... 6.02 eV
2S+1 ... 1

Each line ends with the Mulliken charge.
Atoms and positions in Å:
O -4.208 0.297 0.063  -0.5276
C -2.980 0.532 0.212  0.2367
C -2.025 1.090 -0.980  -0.6044
C -1.687 2.620 -0.546  0.3016
C -0.573 2.812 0.500  -0.4784
C -0.238 4.277 0.989  -0.4838
C -1.048 5.433 0.366  -0.4306
Br -0.655 7.274 0.959  -0.2045
C -2.176 5.197 -0.688  0.6118
N -3.056 6.107 -1.380  -0.5247
S -4.109 5.193 -2.387  0.1868
N -3.602 3.549 -2.158  -0.5427
C -2.547 3.754 -1.200  0.6899
H -2.492 0.388 1.255  0.3210
H -2.599 1.067 -1.967  0.2197
H -1.046 0.509 -1.070  0.3606
H -0.049 1.878 0.910  0.3042
H 0.575 4.384 1.782  0.4750
N -2.903 -1.527 -3.369  0.0369
C -2.751 -1.426 -4.726  -0.8032
C -1.921 -2.441 -5.137  -0.3432
C -1.563 -3.185 -3.985  -0.5534
C -2.186 -2.599 -2.910  -0.3298
H -3.457 -0.908 -2.797  0.2444
H -3.244 -0.642 -5.281  0.5137
H -1.607 -2.628 -6.154  0.4470
H -0.921 -4.053 -3.947  0.4185
H -2.180 -2.852 -1.860  0.4114
N 1.460 5.816 -1.794  0.1887
C 1.607 5.931 -3.150  -0.5960
C 2.434 4.921 -3.575  -0.3618
C 2.796 4.164 -2.434  -0.7076
C 2.178 4.738 -1.350  -0.2394
H 0.908 6.429 -1.213  0.1548
H 1.112 6.722 -3.694  0.3913
H 2.744 4.745 -4.595  0.4059
H 3.437 3.295 -2.408  0.3966
H 2.188 4.473 -0.303  0.4310
N -5.250 -2.582 -7.090  0.0866
C -5.337 -3.499 -8.103  -0.4656
C -6.454 -3.205 -8.847  -0.4530
C -7.060 -2.065 -8.265  -0.5890
C -6.294 -1.701 -7.184  -0.2578
H -4.529 -2.559 -6.384  0.2355
H -4.599 -4.280 -8.205  0.3481
H -6.795 -3.750 -9.715  0.3800
H -7.957 -1.565 -8.600  0.3740
H -6.402 -0.893 -6.475  0.3425
N 2.433 7.525 2.993  0.1590
C 3.123 8.703 3.101  -0.3565
C 4.155 8.510 3.987  -0.5391
C 4.088 7.164 4.425  -0.5318
C 3.017 6.580 3.793  -0.3359
H 1.621 7.377 2.414  0.1792
H 2.820 9.575 2.540  0.3426
H 4.878 9.254 4.285  0.3771
H 4.750 6.676 5.125  0.3770
H 2.621 5.577 3.845  0.3375
N -2.327 -5.021 1.835  0.0900
C -3.358 -4.265 1.343  -0.9091
C -2.929 -2.963 1.262  -0.0092
C -1.586 -2.933 1.717  -0.0020
C -1.241 -4.217 2.061  -0.7096
H -2.362 -6.013 2.004  0.1895
H -4.306 -4.718 1.096  0.3719
H -3.515 -2.126 0.913  0.3820
H -0.943 -2.067 1.784  0.4250
H -0.320 -4.627 2.447  0.1367
N 1.676 -6.940 2.845  0.0278
C 2.357 -5.757 2.952  -0.7397
C 3.387 -5.939 3.842  0.5234
C 3.329 -7.284 4.284  -0.5176
C 2.265 -7.878 3.650  -0.5606
H 0.868 -7.096 2.264  0.1997
H 2.049 -4.889 2.388  0.4171
H 4.103 -5.189 4.140  -0.1035
H 3.993 -7.765 4.987  0.3851
H 1.877 -8.884 3.703  0.3766
N 5.609 -2.878 5.038  -0.0031
C 5.734 -1.845 5.928  -0.4893
C 6.308 -2.340 7.074  -0.3909
C 6.544 -3.721 6.865  -0.5053
C 6.105 -4.025 5.600  -0.3852
H 5.214 -2.806 4.114  0.2044
H 5.403 -0.850 5.671  0.3697
H 6.535 -1.770 7.963  0.3825
H 6.986 -4.417 7.563  0.3946
H 6.102 -4.955 5.052  0.4226

---

(3)
# C36H40ClN4O2PRuS

C36H40ClN4O2PRuS as an isolated structure (ωB97M-V/def2-TZVPD, the OMol25 dataset).

E_LUMO (alpha / beta) ... -8.52 / -10.28 eV
Kohn-Sham gap (alpha / beta) ... 8.00 / 6.24 eV
2S+1 ... 2
Energy relative to the best compared isomer or geometry (same formula, charge and spin) ... 0.0 kJ/mol
Net charge ... +3

Each line ends with the Mulliken charge.
Atoms and positions in Å:
Ru 0.008 -0.610 0.074  0.4828
C -0.882 -2.470 2.317  -0.7139
C -2.041 -2.316 1.353  -0.8250
N -2.030 -0.975 0.709  -0.1640
C -2.604 0.149 1.500  -0.8448
C -1.636 0.690 2.533  -0.8067
S -0.005 1.035 1.769  0.1350
C 1.110 0.287 2.979  -0.5170
C 1.180 -1.245 2.923  -0.5967
N 0.407 -1.882 1.793  0.3265
H -0.732 -3.524 2.551  0.4912
H -1.111 -1.978 3.258  0.4107
H -2.981 -2.481 1.883  0.5978
H -1.982 -3.053 0.552  0.2786
H -2.602 -1.055 -0.129  0.3061
H -3.533 -0.163 1.984  0.4487
H -2.855 0.933 0.785  0.3826
H -1.487 0.007 3.365  0.3868
H -2.013 1.626 2.943  0.6468
H 0.796 0.649 3.958  0.6339
H 2.084 0.730 2.770  0.2856
H 0.842 -1.679 3.862  0.6685
H 2.218 -1.537 2.812  0.2512
H 0.992 -2.654 1.478  -0.1846
Cl 1.747 2.720 -0.374  -0.1122
C 3.128 2.006 0.411  1.1024
C 3.942 2.847 1.148  -0.7601
C 5.131 2.358 1.670  -0.8054
C 5.509 1.048 1.418  -0.8394
C 4.678 0.212 0.689  -0.8224
C 3.447 0.660 0.198  -0.1360
P 2.350 -0.451 -0.738  2.3700
C 3.087 -2.116 -0.609  0.5307
C 3.318 -2.686 0.648  -0.5430
C 3.785 -3.985 0.771  -1.1984
C 4.041 -4.740 -0.368  -0.8530
C 3.856 -4.172 -1.619  -0.8186
C 3.380 -2.872 -1.743  -0.6027
C 2.491 0.046 -2.479  0.9780
C 1.857 -0.678 -3.494  -0.5044
C 1.987 -0.300 -4.820  -1.0758
C 2.753 0.809 -5.154  -0.9046
C 3.405 1.519 -4.158  -0.9008
C 3.280 1.141 -2.829  -1.0429
H 3.659 3.882 1.282  0.5572
H 5.773 3.013 2.244  0.4598
H 6.459 0.676 1.777  0.4737
H 5.008 -0.797 0.487  0.5300
H 3.220 -2.082 1.539  0.8839
H 3.983 -4.397 1.753  0.5112
H 4.417 -5.750 -0.277  0.4785
H 4.099 -4.735 -2.511  0.5373
H 3.276 -2.452 -2.732  0.6245
H 1.306 -1.579 -3.272  0.6159
H 1.508 -0.889 -5.592  0.5917
H 2.861 1.104 -6.189  0.4791
H 4.026 2.368 -4.413  0.4931
H 3.819 1.700 -2.078  0.4656
O -3.316 1.095 -5.703  -0.4904
C -3.034 2.109 -4.774  -0.5604
C -2.289 1.501 -3.624  -0.2631
C -1.868 2.277 -2.546  -1.5758
C -1.180 1.681 -1.516  -0.9790
N -0.877 0.370 -1.512  0.8675
C -1.306 -0.399 -2.538  0.7611
C -2.006 0.141 -3.599  -0.5636
C -0.971 -1.829 -2.428  -0.1605
C -1.276 -2.763 -3.397  -0.7033
C -0.811 -4.069 -3.275  0.1182
C -1.062 -5.043 -4.396  -1.0104
O -0.524 -4.422 -5.548  -0.5105
C -0.060 -4.390 -2.154  -1.4506
C 0.191 -3.416 -1.207  -0.7428
N -0.253 -2.160 -1.329  1.4603
H -3.793 1.460 -6.456  0.3418
H -3.945 2.579 -4.385  0.3769
H -2.414 2.905 -5.203  0.3802
H -2.072 3.339 -2.503  0.5555
H -0.836 2.255 -0.667  0.8218
H -2.341 -0.469 -4.425  0.8363
H -1.832 -2.482 -4.280  0.7201
H -2.141 -5.207 -4.495  0.3626
H -0.589 -6.003 -4.178  0.3981
H -0.669 -4.985 -6.317  0.3335
H 0.346 -5.384 -2.016  0.5154
H 0.801 -3.644 -0.342  0.3180

---

(4)
# C36H40CrN3O3P3S2

C36H40CrN3O3P3S2 as an isolated structure in a non-equilibrium geometry (ωB97M-V/def2-TZVPD, the OMol25 dataset).

E_LUMO (alpha / beta) ... -5.55 / -5.12 eV
Kohn-Sham gap (alpha / beta) ... 7.70 / 8.15 eV
2S+1 ... 5
Energy relative to the best compared isomer or geometry (same formula, charge and spin) ... 262.1 kJ/mol
Net charge ... +2

Each line ends with the Mulliken charge.
Atoms and positions in Å:
Cr 1.258 0.296 -0.257  1.3887
C -2.186 -0.367 -2.483  -2.0049
N -1.901 -0.525 -1.033  1.2046
P -0.880 -1.959 -0.814  -0.1847
C -2.079 -3.286 -1.135  0.8481
C -3.457 -3.094 -1.145  -0.2299
C -4.302 -4.181 -1.317  -0.7928
C -3.777 -5.457 -1.472  -0.6026
C -2.402 -5.650 -1.466  -0.6823
C -1.554 -4.566 -1.307  -0.6393
C -0.749 -2.039 1.016  0.6959
C 0.458 -1.631 1.578  -0.4086
C 0.702 -1.724 2.939  -1.1500
C -0.297 -2.213 3.767  -0.7832
C -1.518 -2.602 3.228  -0.8987
C -1.740 -2.531 1.861  -0.2839
P -1.165 0.767 -0.178  -0.2824
C -1.958 0.706 1.463  1.2576
C -1.252 1.086 2.596  -0.3427
C -1.889 1.126 3.829  -0.4497
C -3.229 0.785 3.927  -0.7776
C -3.937 0.405 2.792  -0.6297
C -3.305 0.364 1.562  -0.8081
C -1.928 2.310 -0.777  1.4286
C -1.300 3.505 -0.432  -0.4598
C -1.904 4.721 -0.708  -0.7882
C -3.147 4.754 -1.319  -0.7618
C -3.794 3.568 -1.635  -0.7739
C -3.193 2.350 -1.363  -0.4131
H -3.253 -0.482 -2.672  0.2134
H -1.683 -1.150 -3.059  0.5863
H -1.877 0.604 -2.862  0.7356
H -3.870 -2.103 -1.007  0.2193
H -5.374 -4.033 -1.324  0.4480
H -4.441 -6.300 -1.604  0.4033
H -1.993 -6.643 -1.594  0.4437
H -0.479 -4.710 -1.313  0.4001
H 1.268 -1.315 0.914  0.7122
H 1.665 -1.450 3.350  0.6798
H -0.118 -2.308 4.829  0.4575
H -2.299 -2.978 3.876  0.4948
H -2.687 -2.860 1.451  0.5086
H -0.205 1.358 2.515  -0.2775
H -1.343 1.416 4.717  0.4621
H -3.724 0.815 4.888  0.4274
H -4.985 0.144 2.867  0.4762
H -3.848 0.059 0.676  0.1987
H -0.357 3.484 0.097  0.4861
H -1.409 5.645 -0.434  0.5201
H -3.621 5.703 -1.531  0.4163
H -4.778 3.588 -2.084  0.4731
H -3.725 1.439 -1.591  0.3186
C 2.178 1.662 3.511  -0.9744
C 2.230 2.573 2.332  0.1648
N 1.984 2.204 1.105  0.9646
C 2.139 3.249 0.214  -0.7559
C 2.503 4.425 0.790  -0.5071
S 2.661 4.233 2.477  -0.2238
C 1.917 3.020 -1.214  -0.1142
C 2.056 3.935 -2.204  -0.5974
S 1.721 3.228 -3.718  -0.1703
C 1.403 1.727 -2.973  0.0688
N 1.535 1.764 -1.662  1.2183
C 1.034 0.539 -3.790  -1.0717
H 1.832 0.681 3.192  -0.2564
H 1.501 2.044 4.276  0.4252
H 3.163 1.563 3.968  0.4683
H 2.675 5.382 0.326  0.5218
H 2.336 4.972 -2.115  0.4681
H 1.399 0.657 -4.809  0.5595
H -0.046 0.425 -3.842  0.0400
H 1.451 -0.374 -3.369  0.1128
C 6.046 -1.068 -2.541  -0.7557
O 5.114 -1.355 -1.477  -0.2578
P 3.621 -0.786 -1.454  -0.0808
O 2.915 -1.918 -0.513  0.0616
C 3.085 -3.344 -0.641  -0.9330
O 3.645 0.369 -0.271  0.2283
C 4.625 0.355 0.793  -0.8927
H 7.041 -1.111 -2.110  0.2857
H 5.878 -0.077 -2.962  0.3618
H 5.955 -1.821 -3.321  0.3080
H 2.774 -3.783 0.303  0.2645
H 4.129 -3.582 -0.828  0.3843
H 2.462 -3.725 -1.449  0.2948
H 4.611 1.344 1.243  0.3037
H 5.610 0.156 0.383  0.3623
H 4.377 -0.405 1.532  0.2445